Run w
Entry from the OMol25 dataset: a cluster of 2 separate species, C3H4N2OS2 in total (ωB97M-V/def2-TZVPD).

Geometry (Å):
S  -2.361  -1.339  -0.236
S  -1.721  2.130  -0.323
O  2.713  0.025  -0.300
N  0.804  1.247  0.136
N  0.479  -0.947  -0.183
C  -0.835  -0.471  -0.179
C  -0.581  0.916  -0.031
C  1.382  0.045  -0.072
H  0.704  -1.938  0.358
H  -2.540  -1.750  1.147
H  -0.960  3.217  0.694
H  2.916  -1.135  -1.010

HOMO, eV: -7.96
Gap between HOMO and LUMO, eV: 7.100



Run x
Entry from the OMol25 dataset: a structure of composition C3H4N2OS2 (ωB97M-V/def2-TZVPD).

Geometry (Å):
S  -0.732  2.964  1.137
S  -2.932  0.827  0.553
O  1.447  -2.408  -0.667
N  0.353  -1.375  -0.553
N  -0.240  0.698  -0.067
C  -1.581  0.185  -0.151
C  0.722  -0.229  -0.387
C  0.253  1.825  0.590
H  1.868  -0.020  -0.463
H  1.397  1.826  0.702
H  -1.453  -0.890  -0.588
H  0.896  -3.402  -0.106

HOMO, eV: -7.96
Gap between HOMO and LUMO, eV: 7.185



Energetically preferred structure: run w | next structure: +0.0425 hartree



Run w
Entry from the OMol25 dataset: a cluster of 2 separate species, C2H3ClO in total (ωB97M-V/def2-TZVPD).

Geometry (Å):
Cl  -3.146  -0.587  0.303
O  -1.767  2.106  -0.176
C  -0.118  0.161  -0.016
C  -1.167  1.121  -0.111
H  -0.592  -0.605  0.479
H  0.740  0.557  0.369
H  0.143  -0.118  -0.962

HOMO, eV: -9.04
Gap between HOMO and LUMO, eV: 8.496



Run x
Entry from the OMol25 dataset: an isolated molecule of C2H3ClO (ωB97M-V/def2-TZVPD).

Geometry (Å):
Cl  -1.908  -0.432  0.038
O  1.884  -0.380  0.102
C  -0.356  0.560  -0.040
C  0.719  -0.579  -0.109
H  0.166  -1.541  -0.084
H  -0.318  1.167  0.901
H  -0.187  1.204  -0.808

HOMO, eV: -10.47
Gap between HOMO and LUMO, eV: 11.077
SMILES: O=CCCl



Energetically preferred structure: run x | next structure: +0.0294 hartree



Run w
Entry from the OMol25 dataset: a cluster of 2 separate species, CH3FNO2S in total (ωB97M-V/def2-TZVPD).

Geometry (Å):
S  1.194  -0.793  -0.052
F  0.971  1.884  0.013
O  1.264  -1.861  0.997
O  2.363  -0.628  -0.842
N  -2.565  0.046  -0.511
C  1.035  0.821  0.865
H  -1.873  -0.684  -0.430
H  0.014  0.998  1.447
H  -2.403  0.217  -1.486

Charge: -1
HOMO (alpha / beta), eV: -3.03 / -3.66
Gap between HOMO and LUMO (alpha / beta), eV: 5.361 / 7.405



Run x
Entry from the OMol25 dataset: a cluster of 2 separate species, CH3FNO2S in total (ωB97M-V/def2-TZVPD).

Geometry (Å):
S  0.615  -0.384  0.962
F  2.625  1.331  1.143
O  0.802  -1.424  2.061
O  -1.567  0.393  -2.106
N  -0.772  -0.615  0.346
C  1.328  1.132  0.555
H  -1.033  -1.363  0.950
H  -1.249  0.456  -1.250
H  -0.750  0.475  -2.662

Charge: -1
HOMO, eV: -3.54
Gap between HOMO and LUMO, eV: 7.568



Energetically preferred structure: run x | next structure: +0.0086 hartree